(1)
# C5H3Cl2N

One molecule with the formula C5H3Cl2N at a distorted geometry (ωB97M-V/def2-TZVPD, the Open Molecules 2025 dataset).

```
11
Properties=species:S:1:pos:R:3:forces:R:3
C -0.86292 -0.58576 -0.11405 -1.084 -2.186 1.123
C -0.08487 -1.10398 0.80005 0.610 -4.148 2.559
C -0.65001 0.85677 -0.18991 -5.479 -1.476 -1.767
C 0.51651 1.31247 -0.43457 6.124 4.073 -0.106
C 1.61537 0.34020 -0.63606 3.030 -4.430 -0.750
H 0.48228 -0.46503 1.39487 1.151 1.153 0.542
H 0.07641 -2.19048 1.27547 -1.074 2.218 -1.878
H 0.89435 2.47306 -0.34180 -1.431 -3.121 -0.513
N 2.35658 -0.61090 -0.78992 -3.628 5.611 0.685
Cl -2.16601 -1.72917 -0.67548 1.038 1.825 -0.290
Cl -2.17772 1.70283 -0.28861 0.743 0.482 0.396
```
Positions in Å, forces in eV/Å.

As for the structure (SMILES): C=C(Cl)/C(Cl)=C\C#N. The energy relative to the best compared isomer or geometry (same formula, charge and spin) comes out at 279.7 kJ/mol. As for the HOMO energy: -9.851 eV. The value obtained for the gap between HOMO and LUMO is 9.3 eV.

---

(2)
# C5H3Cl4NS

One molecule with the formula C5H3Cl4NS at a distorted geometry (ωB97M-V/def2-TZVPD, the Open Molecules 2025 dataset).

```
14
Properties=species:S:1:pos:R:3:forces:R:3
C 0.23445 -0.88452 -0.08884 1.245 -1.852 0.523
C -1.23384 -0.78574 -0.13015 -0.089 0.673 0.839
C -1.71712 0.45244 0.08355 -1.775 -0.539 -1.508
C 0.88851 0.34732 -0.67726 2.769 -2.669 0.855
C 0.29116 1.52067 -0.11882 -1.525 1.877 -0.103
N -0.95290 1.59374 0.11031 0.252 0.226 0.679
S 0.61983 -0.96272 1.77122 0.126 -0.415 -1.027
Cl -2.07118 -2.24915 0.11541 -0.374 -0.024 -0.291
Cl -3.46874 0.72256 0.06177 1.032 -0.034 0.313
Cl 2.70200 0.27303 -0.32475 -0.396 -0.099 -0.254
Cl 1.24176 2.92414 0.02415 0.038 0.558 0.081
H 0.62176 -1.85646 -0.58038 -0.621 1.710 0.791
H 0.96876 0.23592 -1.72451 -0.722 0.571 -1.393
H 1.87555 -1.33124 1.47830 0.041 0.017 0.496
```
Positions in Å, forces in eV/Å.

As for the structure (SMILES): S[C@H]1C(Cl)=C(Cl)N=C(Cl)[C@H]1Cl. The energy relative to the best compared isomer or geometry (same formula, charge and spin) comes out at 0.0 kJ/mol. As for the HOMO energy: -9.249 eV. The value obtained for the gap between HOMO and LUMO is 8.4 eV.

---

(3)
# C5H3F3NO2S

An isolated ion of composition C5H3F3NO2S and charge -1 at a distorted geometry (ωB97M-V/def2-TZVPD, the Open Molecules 2025 dataset).

```
15
Properties=species:S:1:pos:R:3:forces:R:3
C 0.37193 1.74742 -0.69234 -2.405 -0.907 -0.351
C -2.48098 0.07765 0.29185 -0.302 1.594 -1.617
C -1.75006 -0.21104 -1.06671 1.556 0.038 3.781
C 0.94684 -0.27415 0.33213 0.677 -2.058 -1.646
C 2.22207 -0.94955 0.82044 -0.950 -1.415 1.098
N 1.07867 0.97045 0.03247 1.274 0.233 1.873
O -3.49105 0.58575 -0.27963 -1.096 -0.002 1.165
O -2.16262 0.02794 1.47807 0.426 -0.598 -0.644
F 2.97872 -0.36306 1.74780 -0.010 1.184 -0.076
F 1.91405 -2.14149 1.38609 -0.827 -0.517 0.368
F 3.03103 -1.31739 -0.16598 0.763 0.526 -1.361
S -0.85581 1.00973 -1.84312 0.552 1.706 -1.113
H 0.30038 2.77375 -0.31407 -0.014 -0.088 -0.936
H -2.29861 -0.92133 -1.57325 -0.582 -1.138 -1.765
H 0.19544 -1.01468 -0.15376 0.937 1.443 1.223
```
Positions in Å, forces in eV/Å.

Its spin multiplicity is 3. The total charge is -1. Its expectation value of S² is 2.029. As for the HOMO energy (spin up / spin down): -2.563 / -4.688 eV. The value obtained for the gap between HOMO and LUMO (spin up / spin down) is 5.9 / 6.5 eV.

---

(4)
# C5H3HgO3

C5H3HgO3 as an isolated structure at a distorted geometry (ωB97M-V/def2-TZVPD, the Open Molecules 2025 dataset).

```
12
Properties=species:S:1:pos:R:3:forces:R:3
C -1.16021 -0.50580 -0.10929 1.671 0.806 -1.123
C -1.72293 -1.56621 0.37509 -0.596 -0.654 1.174
O -2.20152 -2.44141 0.97540 0.489 0.676 -0.956
C -1.21712 0.88484 -0.63776 -0.304 0.130 0.027
C -0.03753 0.04225 -0.99290 -1.869 -1.347 0.336
O 1.19805 0.35569 -0.39734 1.589 -1.461 2.620
C 1.64549 -0.41106 0.68203 -1.377 1.807 -2.841
O 2.70353 -0.20735 1.18879 -0.179 -0.831 -0.151
Hg 3.66688 1.41837 2.26742 0.556 0.804 0.600
H -1.93693 1.08962 -1.43409 0.228 0.079 0.260
H -1.04588 1.68733 0.08557 -0.124 -0.177 -0.287
H 0.10817 -0.34626 -2.00293 -0.084 0.168 0.340
```
Positions in Å, forces in eV/Å.

Its spin multiplicity is 3. The total charge is +1. Its expectation value of S² is 2.005. As for the HOMO energy (spin up / spin down): -12.562 / -12.529 eV. The value obtained for the gap between HOMO and LUMO (spin up / spin down) is 8.5 / 4.2 eV.

---

(5)
# C5H3N

A 2-piece molecular cluster, C5H3N overall at a distorted geometry (ωB97M-V/def2-TZVPD, the Open Molecules 2025 dataset).

```
9
Properties=species:S:1:pos:R:3:forces:R:3
C -0.43661 1.41104 0.27627 -0.022 -3.100 -1.066
C -0.25218 -0.91783 0.69099 -1.112 3.922 -1.950
C 0.15206 0.37408 1.14851 -0.156 1.392 1.270
C -1.13025 0.55952 -0.72329 0.079 2.312 0.758
C 0.43541 -0.01373 -0.53279 1.870 0.435 -0.783
N -0.93419 -0.75761 -0.57688 -0.808 -1.786 1.129
H -0.15009 2.47549 0.12819 -0.426 -1.134 0.310
H 0.20173 -1.79017 0.99368 0.539 -1.998 0.347
H 2.11413 -1.34080 -1.40468 0.035 -0.043 -0.015
```
Positions in Å, forces in eV/Å.

The energy relative to the best compared isomer or geometry (same formula, charge and spin) comes out at 979.9 kJ/mol. As for the HOMO energy (spin up / spin down): -9.229 / -8.820 eV. The value obtained for the gap between HOMO and LUMO (spin up / spin down) is 9.2 / 6.6 eV.

---

(6)
# C5H3N

One molecule with the formula C5H3N at a distorted geometry (ωB97M-V/def2-TZVPD, the Open Molecules 2025 dataset).

```
9
Properties=species:S:1:pos:R:3:forces:R:3
C -1.17962 -0.59535 -0.10882 0.183 0.927 -1.144
C -0.27339 -1.41882 -0.19061 -0.591 1.039 0.168
C -0.32209 1.46834 -0.00869 1.999 -0.059 -1.020
C 1.61722 0.02086 -0.16032 -0.616 1.692 0.090
C -1.53521 0.82396 -0.11110 3.245 -2.440 0.945
N 0.93131 1.06457 -0.23831 -2.340 -1.845 0.934
H 0.44757 -2.04023 0.18833 0.922 -1.860 0.154
H 2.67398 -0.27266 0.11819 -1.240 0.843 -0.390
H -2.35978 0.94934 0.51131 -1.562 1.704 0.264
```
Positions in Å, forces in eV/Å.

The energy relative to the best compared isomer or geometry (same formula, charge and spin) comes out at 501.7 kJ/mol. As for the HOMO energy (spin up / spin down): -8.498 / -8.502 eV. The value obtained for the gap between HOMO and LUMO (spin up / spin down) is 7.9 / 7.9 eV.